Here is one molecule with the formula C19H20O4 from the Open Molecules 2025 dataset. Energies are from ωB97M-V/def2-TZVPD.

```
43
Properties=species:S:1:pos:R:3:forces:R:3:nbo_charge:R:1
O 3.129 -3.451 -2.363 1.5 -4.0 -1.4 -0.554
O 1.489 0.622 2.275 -0.6 0.0 0.0 -0.562
O -2.567 2.761 2.440 1.2 0.2 -0.1 -0.734
O 0.177 2.175 1.383 -0.1 -0.5 0.0 -0.525
C 2.518 -2.586 -1.837 0.0 2.9 0.3 0.463
C 0.449 0.871 1.729 0.2 0.0 -0.5 0.797
C 2.958 -1.267 -2.349 -2.2 2.8 0.9 -0.237
C 1.592 -2.880 -0.764 -0.4 -0.7 0.6 -0.239
C 2.420 0.001 -2.214 -0.2 -1.8 0.8 0.036
C 0.655 -2.101 -0.224 0.5 1.3 -1.6 0.037
C 1.159 0.226 -1.417 0.9 -0.6 -1.4 -0.001
C 0.423 -0.693 -0.698 2.3 0.1 -1.9 0.036
C 3.191 1.126 -2.897 -0.9 1.0 -0.2 -0.650
C -0.252 -2.615 0.831 -0.7 0.7 -0.4 -0.438
C -0.271 -1.594 1.946 -3.0 0.7 -1.0 -0.390
C -3.335 -0.290 1.663 0.5 0.9 -0.2 -0.606
C 0.480 1.610 -1.577 -1.3 -1.9 2.5 -0.426
C -0.636 -0.154 1.308 -1.9 1.2 2.1 -0.118
C -2.037 0.536 1.859 0.9 -3.5 1.5 -0.225
C -2.251 1.859 1.314 2.6 4.4 0.7 0.068
C -0.973 2.357 0.515 0.5 0.6 0.9 0.070
C -0.838 1.504 -0.685 0.8 -2.2 -1.3 -0.219
C -0.756 -0.045 -0.239 -3.2 1.4 1.3 -0.272
H -1.767 2.903 3.053 -1.5 -0.6 -1.7 0.479
H 3.792 -1.358 -3.004 0.6 -0.2 -0.3 0.216
H 1.609 -3.915 -0.397 0.3 0.4 -0.3 0.221
H 3.951 1.501 -2.199 -0.2 0.1 -0.1 0.233
H 2.569 2.032 -3.253 0.9 -1.6 0.6 0.218
H 3.726 0.705 -3.758 -0.2 0.2 0.2 0.228
H 0.021 -3.539 1.271 0.9 -1.1 0.0 0.229
H -1.238 -2.846 0.399 0.0 0.6 0.1 0.215
H -1.040 -1.971 2.664 0.4 0.9 -0.3 0.216
H 0.659 -1.641 2.445 1.1 0.6 0.4 0.245
H -3.280 -1.293 2.044 -0.1 -0.3 0.7 0.213
H -4.130 0.343 2.130 0.3 -0.9 -0.4 0.231
H -3.517 -0.430 0.603 -0.3 0.3 -0.3 0.196
H 0.168 1.795 -2.560 0.0 0.4 -1.6 0.220
H 1.135 2.353 -1.201 0.6 1.0 0.1 0.225
H -1.977 0.694 2.965 0.4 -0.4 -0.8 0.235
H -3.006 1.976 0.590 -1.6 0.0 -0.4 0.192
H -0.889 3.427 0.138 -0.7 -1.0 1.2 0.226
H -1.785 1.704 -1.267 1.1 -0.5 0.2 0.219
H -1.727 -0.410 -0.663 0.8 -0.7 0.8 0.232
```
Positions in Å, forces in eV/Å.

Values from the calculation:
ΔE to the lowest compared entry with this formula, charge and spin ... 251.6 kJ/mol
Gap between HOMO and LUMO ... 8.5 eV
SMILES ... Cc1cc(=O)cc2c3c1C[C@@H]1[C@@H]4OC(=O)[C@@](CC2)([C@H](C)[C@H]4O)[C@H]31
Strongest force on any atom ... 5.19 eV Å⁻¹